No. 1
{"formula": "H28N5O24S5Zn", "method": "ωB97M-V/def2-TZVPD", "symbols": ["Zn", "S", "S", "S", "S", "S", "O", "O", "O", "O", "O", "O", "O", "O", "O", "O", "O", "O", "O", "O", "O", "O", "O", "O", "O", "O", "O", "O", "O", "O", "N", "N", "N", "N", "N", "H", "H", "H", "H", "H", "H", "H", "H", "H", "H", "H", "H", "H", "H", "H", "H", "H", "H", "H", "H", "H", "H", "H", "H", "H", "H", "H", "H"], "xyz": [[2.80296, -2.41941, -18.46626], [1.71165, -4.62979, -16.15918], [4.83896, -4.69467, -19.56467], [0.79002, -3.34898, -21.00685], [4.70474, -1.14936, -15.98623], [0.70019, -0.07721, -17.64456], [1.51427, 0.89199, -18.38957], [4.42119, -3.34983, -19.09309], [3.84854, -1.59368, -14.85563], [1.08309, -2.29012, -21.97248], [2.82601, -6.80983, -13.32419], [1.22983, -4.63070, -21.57354], [-0.64201, -3.47013, -20.73918], [3.74827, -5.53813, -20.05255], [5.46267, -5.41871, -18.44259], [-0.55196, -0.22417, -18.40477], [5.84847, -4.44251, -20.61123], [4.98776, 0.26734, -15.81738], [2.61582, -4.69088, -15.00253], [5.98316, -1.88502, -16.03587], [0.44269, 0.38165, -16.27486], [2.40587, -3.92226, -17.20976], [0.54343, -6.37036, -19.11842], [1.46736, -3.07229, -19.71328], [1.34673, -1.41185, -17.63722], [0.50519, -3.83191, -15.89699], [3.48426, -3.33888, -12.94309], [3.97733, -1.37225, -17.24453], [1.38412, -6.00136, -16.61590], [0.35099, -8.26091, -15.55945], [5.49325, -4.36036, -16.07939], [-1.83038, -4.64848, -15.33703], [1.40968, -1.47126, -14.72010], [-0.43309, -3.14885, -18.30715], [4.37845, -7.46253, -17.42067], [-1.17634, -2.48202, -18.48185], [4.02342, -8.21239, -18.00151], [1.28404, -1.32216, -13.72610], [0.02780, -3.21746, -17.37764], [-2.32405, -3.85175, -15.72558], [-2.06389, -5.52286, -15.80093], [0.34308, -2.96912, -18.98050], [0.60276, -7.40054, -15.93981], [3.57840, -2.53302, -13.49415], [5.85272, -3.38473, -16.07318], [2.72894, -6.04452, -13.92039], [4.53593, -4.34714, -15.74860], [0.96908, -0.71024, -15.28021], [-0.83177, -4.07273, -18.44333], [-0.38439, -6.50964, -18.90284], [4.75910, -6.70588, -18.03982], [3.29303, -4.03992, -13.57877], [5.10679, -7.70187, -16.76219], [5.56755, -4.76095, -17.03641], [-0.80360, -4.43392, -15.32517], [-0.12704, -8.70478, -16.26476], [3.56820, -7.03392, -16.96675], [3.77040, -6.87288, -13.16502], [0.96687, -6.16646, -18.26832], [1.10064, -2.41623, -14.90665], [-2.05707, -4.86657, -14.36873], [6.07998, -4.95848, -15.50931], [2.42107, -1.40954, -14.95303]], "forces_ev_per_angstrom": [[0.763, 0.614, -0.536], [3.189, 0.129, -2.114], [-0.875, 1.928, -5.512], [0.214, -2.197, -6.045], [0.467, 2.822, -1.723], [-0.130, 2.272, -4.542], [0.399, -0.290, 0.999], [0.075, -0.436, 0.623], [0.492, -0.868, 0.591], [-0.025, 0.776, 0.607], [0.122, -0.438, 0.186], [0.349, 0.168, 0.636], [-1.612, 0.487, 0.736], [0.195, -0.070, 0.956], [1.636, -2.005, 2.994], [-1.298, -0.604, 0.790], [0.011, -0.707, 0.818], [0.085, 0.052, 0.287], [-0.572, -0.790, 0.533], [0.729, -0.962, 0.660], [-0.250, -0.146, 1.968], [0.073, -1.269, 0.448], [-0.298, -0.505, 0.036], [1.084, 0.304, 0.750], [-0.020, -0.419, 1.591], [-2.076, -0.624, 2.266], [0.011, 0.015, 1.030], [0.360, -0.049, 0.463], [-0.466, -0.162, 0.959], [-0.563, -0.359, 0.179], [0.473, -1.653, 0.507], [-1.111, -1.153, 1.184], [-1.074, -0.165, 1.334], [-2.391, -1.510, 2.913], [-1.216, -0.471, 0.342], [0.428, 0.790, 0.360], [0.203, -0.279, 0.056], [0.253, 0.241, 0.058], [-0.865, 1.330, -0.780], [-0.125, 0.088, 0.024], [0.407, 0.204, -0.705], [0.997, -0.009, -0.655], [0.467, 0.278, -0.068], [0.449, -0.429, -0.176], [0.136, 1.733, -0.009], [-0.156, 0.119, -0.192], [-0.444, 0.034, 0.117], [-0.849, 0.481, -0.783], [0.332, -0.053, -0.990], [-0.002, 0.081, -0.131], [0.855, 1.807, -1.109], [-0.130, 0.570, 0.076], [-0.164, -0.374, 0.049], [-0.474, 0.190, -0.979], [1.702, 0.382, -1.139], [0.077, -0.004, -0.109], [-0.183, 0.094, 0.238], [0.019, 0.109, 0.093], [0.012, 0.084, -0.270], [-0.215, 0.153, -0.573], [-0.392, 0.655, 0.150], [-0.155, 0.181, 0.466], [1.068, -0.176, 0.067]], "homo_ev": 1.23, "homo_lumo_gap_ha": 0.1076, "total_charge": -3, "lumo_ha": 0.153, "energy_ha": -5866.7254, "max_force_ev_per_a": 6.44}

=====

No. 2
{"formula": "C8H17NO2SSe3TcTe", "method": "ωB97M-V/def2-TZVPD", "symbols": ["Te", "Tc", "Se", "Se", "Se", "S", "O", "O", "N", "C", "C", "C", "C", "C", "C", "C", "C", "H", "H", "H", "H", "H", "H", "H", "H", "H", "H", "H", "H", "H", "H", "H", "H", "H"], "xyz": [[-4.05738, -3.34537, 0.74847], [-1.09518, -0.57737, 0.69977], [-2.50848, -2.48687, -0.89673], [-2.85308, -3.04067, 2.95807], [-1.52528, -1.13587, 2.95167], [-3.10728, 2.00373, 0.34547], [-2.65238, 0.52483, 0.45767], [0.48372, -1.37037, 0.26757], [2.09092, -1.78637, -1.25463], [-1.94938, 2.64293, -0.91423], [2.55242, -2.21977, 1.11397], [3.45812, -2.12767, -1.58623], [-1.03228, 3.58493, 1.11237], [-0.64548, 2.85623, -0.16843], [-2.19568, 2.81213, 1.71997], [1.22522, -1.43127, -2.36143], [1.65822, -1.77767, -0.00173], [3.61922, -3.20827, -1.55633], [-0.19858, 3.64723, 1.80977], [3.37462, -1.51557, 1.25347], [-0.17938, 1.88463, 0.07357], [1.98892, -2.26287, 2.04447], [1.40082, -0.39577, -2.65923], [-1.34658, 4.60153, 0.87627], [2.98792, -3.19397, 0.90377], [3.67522, -1.78307, -2.59353], [-2.36758, 3.58033, -1.28153], [0.17202, -1.57377, -2.10123], [-1.89808, 1.92293, -1.72863], [4.15752, -1.64557, -0.90353], [-2.89218, 3.45093, 2.25747], [1.45522, -2.07377, -3.21053], [-1.86378, 2.00663, 2.37827], [0.06792, 3.43293, -0.75423]], "forces_ev_per_angstrom": [[0.630, 0.286, -0.238], [-2.538, 0.179, 1.918], [-0.208, 0.063, 0.436], [-0.122, -0.029, 0.198], [0.240, -0.085, -0.805], [0.693, 0.323, 0.014], [-0.921, 0.206, -0.557], [2.202, -1.050, -1.087], [-0.842, 0.072, 1.219], [-0.069, 0.027, 0.160], [-0.195, 0.058, 0.092], [0.820, -0.301, 0.021], [0.190, -0.042, -0.130], [0.113, 0.092, 0.177], [-0.221, 0.283, 0.005], [-0.522, 0.119, -0.390], [1.290, -0.256, -0.661], [-0.067, 0.069, 0.009], [-0.052, 0.029, 0.066], [-0.006, 0.049, -0.084], [-0.003, 0.170, -0.074], [-0.029, -0.033, -0.098], [-0.029, -0.005, 0.001], [0.044, 0.031, -0.006], [0.007, -0.062, -0.032], [-0.059, 0.047, 0.033], [-0.055, 0.034, -0.022], [0.284, 0.034, -0.025], [-0.247, -0.036, -0.020], [-0.048, -0.039, -0.060], [-0.093, -0.077, 0.077], [-0.007, 0.002, 0.077], [-0.185, -0.088, -0.100], [0.004, -0.071, -0.114]], "homo_ev": [-14.07, -14.50], "homo_lumo_gap_ha": [0.2125, 0.2291], "relative_energy_kcal_mol": 10.27, "spin_multiplicity": 4, "total_charge": 2, "lumo_ha": [-0.304, -0.304], "energy_ha": -8470.9747, "max_force_ev_per_a": 3.19, "s2": 4.03}